i | Here is a structure of composition C33H44As2FFeN3O8 from OMol25. Energies are from wB97M-V/def2-TZVPD.

Atoms and positions in Å:
Fe 0.11 -1.01 1.50
F -0.25 4.84 -0.58
C -0.53 3.73 -1.29
C 0.14 2.58 -1.02
C -0.22 1.40 -1.67
C 0.28 0.14 -1.11
O 1.03 0.20 -0.14
C -0.25 -1.05 -1.69
C -1.10 -0.95 -2.74
N -1.57 0.22 -3.26
C -2.61 0.19 -4.25
C -2.31 0.75 -5.61
C -2.45 -0.73 -5.41
C -1.22 1.41 -2.64
C -1.90 2.60 -2.91
C -1.59 3.75 -2.19
N -2.48 4.87 -2.34
C -3.78 4.69 -1.70
C -4.82 5.42 -2.57
N -4.04 6.38 -3.43
C -3.10 7.18 -2.59
C -1.99 6.22 -2.11
C -0.03 -2.44 -1.13
O -0.23 -3.41 -1.86
O 0.28 -2.51 0.11
H 0.87 2.54 -0.22
H -1.49 -1.86 -3.18
H -3.61 0.34 -3.86
H -1.31 1.13 -5.76
H -3.09 1.29 -6.13
H -1.55 -1.32 -5.46
H -3.34 -1.22 -5.78
H -2.70 2.63 -3.64
H -3.78 5.08 -0.68
H -4.01 3.63 -1.64
H -5.52 6.01 -1.99
H -5.36 4.76 -3.24
H -4.65 6.96 -4.00
H -3.46 5.79 -4.03
H -3.69 7.57 -1.76
H -2.72 8.01 -3.17
H -1.77 6.43 -1.06
H -1.07 6.36 -2.68
O -0.92 2.72 2.59
C -0.81 1.57 2.19
O 0.01 0.68 2.64
C -1.73 1.08 0.98
O -2.33 1.92 0.31
O -1.73 -0.18 0.80
C 2.13 -0.44 4.78
As 2.36 -0.98 2.92
C 3.30 0.61 2.29
C 3.77 -2.32 3.03
C 4.24 -2.73 4.28
C 5.14 -3.78 4.40
C 5.58 -4.44 3.27
C 5.13 -4.04 2.02
C 4.22 -2.99 1.88
As 3.61 -2.45 0.08
C 5.38 -2.48 -0.78
C 3.00 -4.19 -0.56
H 3.07 -0.07 5.21
H 1.76 -1.26 5.39
H 1.39 0.35 4.76
H 4.26 0.72 2.80
H 2.65 1.45 2.51
H 3.44 0.54 1.22
H 3.90 -2.23 5.18
H 5.49 -4.08 5.38
H 6.28 -5.26 3.36
H 5.48 -4.57 1.15
H 5.91 -3.42 -0.63
H 5.99 -1.66 -0.38
H 5.25 -2.31 -1.85
H 3.78 -4.95 -0.45
H 2.72 -4.10 -1.61
H 2.11 -4.49 -0.01
C 0.75 -4.45 2.60
C 0.00 -3.54 3.54
O -0.82 -2.58 2.89
C -2.02 -3.16 2.33
C -3.21 -2.30 2.68
H 1.38 -5.14 3.17
H 1.39 -3.87 1.94
H 0.07 -5.03 1.97
H 0.69 -2.97 4.17
H -0.63 -4.13 4.22
H -2.14 -4.16 2.74
H -1.89 -3.25 1.25
H -3.36 -2.27 3.76
H -4.11 -2.71 2.22
H -3.07 -1.29 2.31

Output
Multiplicity   5
Net charge   0

Atom-resolved charges from Mulliken, all expressed in e: atom 1 (Fe): 1.166, atom 2 (F): -0.367, atom 3 (C): 1.095, atom 4 (C): -0.544, atom 5 (C): 0.326, atom 6 (C): 0.367, atom 7 (O): -0.410, atom 8 (C): 0.272, atom 9 (C): -0.503, atom 10 (N): 0.299, atom 11 (C): -0.334, atom 12 (C): -0.468, atom 13 (C): -0.911, atom 14 (C): 0.193, atom 15 (C): -0.806, atom 16 (C): -1.725, atom 17 (N): 0.396, atom 18 (C): -0.246, atom 19 (C): -0.983, atom 20 (N): -0.136, atom 21 (C): -0.643, atom 22 (C): -0.650, atom 23 (C): -0.314, atom 24 (O): -0.787, atom 25 (O): 0.247, atom 26 (H): 0.495, atom 27 (H): 0.736, atom 28 (H): 0.544, atom 29 (H): 0.222, atom 30 (H): 0.299, atom 31 (H): 0.322, atom 32 (H): 0.243, atom 33 (H): 0.540, atom 34 (H): 0.384, atom 35 (H): 0.376, atom 36 (H): 0.371, atom 37 (H): 0.424, atom 38 (H): 0.287, atom 39 (H): 0.380, atom 40 (H): 0.335, atom 41 (H): 0.372, atom 42 (H): 0.454, atom 43 (H): 0.479, atom 44 (O): -0.744, atom 45 (C): 0.369, atom 46 (O): -0.647, atom 47 (C): 0.755, atom 48 (O): -0.712, atom 49 (O): -0.767, atom 50 (C): -1.480, atom 51 (As): 1.399, atom 52 (C): -1.373, atom 53 (C): 0.036, atom 54 (C): -0.587, atom 55 (C): -0.679, atom 56 (C): -0.906, atom 57 (C): -0.540, atom 58 (C): 0.319, atom 59 (As): 0.689, atom 60 (C): -1.259, atom 61 (C): -1.170, atom 62 (H): 0.423, atom 63 (H): 0.403, atom 64 (H): 0.363, atom 65 (H): 0.452, atom 66 (H): 0.432, atom 67 (H): 0.265, atom 68 (H): 0.329, atom 69 (H): 0.391, atom 70 (H): 0.395, atom 71 (H): 0.172, atom 72 (H): 0.371, atom 73 (H): 0.348, atom 74 (H): 0.412, atom 75 (H): 0.473, atom 76 (H): 0.427, atom 77 (H): 0.167, atom 78 (C): -0.433, atom 79 (C): -0.369, atom 80 (O): -0.484, atom 81 (C): -0.129, atom 82 (C): -1.267, atom 83 (H): 0.511, atom 84 (H): -0.450, atom 85 (H): 0.416, atom 86 (H): -0.005, atom 87 (H): 0.460, atom 88 (H): 0.621, atom 89 (H): -0.030, atom 90 (H): 0.352, atom 91 (H): 0.400, atom 92 (H): 0.082


ii | Here is a structure of composition C33H44As2FFeN3O8 from OMol25. Energies are from wB97M-V/def2-TZVPD.

Atoms and positions in Å:
Fe -1.45 1.02 -1.05
F 0.32 -4.37 0.56
C 0.29 -3.68 -0.61
C -0.87 -3.08 -1.00
C -0.92 -2.39 -2.22
C -1.90 -1.32 -2.37
O -2.67 -1.01 -1.44
C -1.81 -0.58 -3.59
C -0.90 -0.94 -4.53
N 0.07 -1.87 -4.35
C 0.95 -2.09 -5.49
C 2.44 -1.94 -5.50
C 1.80 -3.30 -5.67
C 0.17 -2.48 -3.10
C 1.37 -2.99 -2.61
C 1.48 -3.48 -1.32
N 2.72 -3.51 -0.70
C 2.87 -3.37 0.73
C 4.10 -2.46 1.00
N 4.39 -1.69 -0.24
C 4.90 -2.61 -1.29
C 3.94 -3.83 -1.38
C -2.52 0.76 -3.75
O -3.16 1.01 -4.75
O -2.25 1.55 -2.76
H -1.72 -3.04 -0.34
H -0.89 -0.42 -5.48
H 0.45 -1.74 -6.38
H 2.95 -1.70 -4.58
H 2.86 -1.45 -6.37
H 1.88 -4.00 -4.85
H 1.81 -3.76 -6.65
H 2.29 -2.81 -3.15
H 3.01 -4.34 1.23
H 1.99 -2.89 1.14
H 4.99 -3.03 1.26
H 3.90 -1.75 1.80
H 5.04 -0.93 -0.08
H 3.45 -1.21 -0.50
H 5.91 -2.91 -1.01
H 4.94 -2.05 -2.22
H 4.42 -4.72 -0.95
H 3.74 -4.04 -2.43
O 2.06 -0.77 -0.33
C 1.11 0.03 -0.46
O -0.08 -0.27 -0.17
C 1.34 1.49 -0.96
O 2.47 1.86 -1.22
O 0.24 2.15 -1.00
C 0.59 5.65 2.64
As 0.36 3.97 1.64
C -0.97 4.67 0.39
C -0.84 3.12 2.97
C -2.03 3.75 3.34
C -2.86 3.23 4.32
C -2.51 2.05 4.96
C -1.34 1.40 4.59
C -0.50 1.91 3.60
As 1.17 0.94 3.17
C 1.80 0.76 5.03
C 0.42 -0.87 3.03
H -0.37 6.10 2.92
H 1.14 6.35 2.01
H 1.17 5.47 3.54
H -1.73 5.29 0.87
H -1.43 3.85 -0.15
H -0.42 5.27 -0.33
H -2.31 4.68 2.86
H -3.77 3.74 4.59
H -3.14 1.63 5.73
H -1.08 0.48 5.10
H 1.11 0.19 5.64
H 1.93 1.75 5.46
H 2.77 0.26 5.02
H -0.32 -1.08 3.80
H 1.25 -1.58 3.14
H -0.02 -1.01 2.04
C -4.64 2.60 -0.88
C -3.96 2.47 0.46
O -2.93 1.46 0.42
C -2.99 0.51 1.51
C -4.15 -0.46 1.38
H -5.38 3.40 -0.83
H -5.15 1.67 -1.14
H -3.92 2.82 -1.67
H -4.67 2.19 1.24
H -3.49 3.40 0.77
H -3.02 1.07 2.45
H -2.04 -0.03 1.47
H -5.11 0.05 1.47
H -4.09 -1.19 2.18
H -4.10 -0.97 0.42

Output
Multiplicity   5
Net charge   0

Atom-resolved charges from Mulliken, all expressed in e: atom 1 (Fe): 0.375, atom 2 (F): -0.431, atom 3 (C): 0.277, atom 4 (C): -0.750, atom 5 (C): 0.251, atom 6 (C): 0.481, atom 7 (O): -0.717, atom 8 (C): 0.306, atom 9 (C): -0.283, atom 10 (N): 0.165, atom 11 (C): -0.177, atom 12 (C): -0.516, atom 13 (C): -0.513, atom 14 (C): 0.008, atom 15 (C): 0.344, atom 16 (C): 0.112, atom 17 (N): 0.201, atom 18 (C): -0.308, atom 19 (C): -0.680, atom 20 (N): 0.101, atom 21 (C): -0.614, atom 22 (C): -0.819, atom 23 (C): -0.122, atom 24 (O): -0.704, atom 25 (O): -0.701, atom 26 (H): 0.457, atom 27 (H): 0.374, atom 28 (H): 0.528, atom 29 (H): 0.035, atom 30 (H): 0.337, atom 31 (H): 0.138, atom 32 (H): 0.315, atom 33 (H): -0.250, atom 34 (H): 0.796, atom 35 (H): -0.098, atom 36 (H): 0.265, atom 37 (H): 0.401, atom 38 (H): 0.399, atom 39 (H): 0.229, atom 40 (H): 0.360, atom 41 (H): 0.404, atom 42 (H): 0.424, atom 43 (H): 0.373, atom 44 (O): -0.480, atom 45 (C): -0.106, atom 46 (O): 0.360, atom 47 (C): 0.274, atom 48 (O): -0.723, atom 49 (O): -0.641, atom 50 (C): -1.273, atom 51 (As): 0.517, atom 52 (C): -0.816, atom 53 (C): 0.320, atom 54 (C): -0.354, atom 55 (C): -0.762, atom 56 (C): -0.959, atom 57 (C): -0.266, atom 58 (C): 0.104, atom 59 (As): 0.648, atom 60 (C): -1.298, atom 61 (C): -0.532, atom 62 (H): 0.346, atom 63 (H): 0.432, atom 64 (H): 0.387, atom 65 (H): 0.424, atom 66 (H): -0.340, atom 67 (H): 0.484, atom 68 (H): 0.310, atom 69 (H): 0.382, atom 70 (H): 0.390, atom 71 (H): 0.166, atom 72 (H): 0.367, atom 73 (H): 0.388, atom 74 (H): 0.418, atom 75 (H): 0.578, atom 76 (H): 0.438, atom 77 (H): -0.741, atom 78 (C): -1.497, atom 79 (C): -0.056, atom 80 (O): 0.605, atom 81 (C): 1.201, atom 82 (C): -1.443, atom 83 (H): 0.469, atom 84 (H): 0.343, atom 85 (H): 0.251, atom 86 (H): 0.529, atom 87 (H): -0.003, atom 88 (H): 0.024, atom 89 (H): -0.764, atom 90 (H): 0.381, atom 91 (H): 0.460, atom 92 (H): 0.285


Preferred: ii; penalty for the next structure: 0.0155 hartree.


i | Here is a structure of composition C4H4NO from OMol25. Energies are from wB97M-V/def2-TZVPD.

Atoms and positions in Å:
C 0.08 1.44 0.26
C -0.01 -1.14 0.16
C 1.30 0.99 -0.12
C -1.22 1.07 -0.02
N 0.99 -0.27 -0.03
O -1.53 -0.16 -0.12
H -0.22 -2.01 -0.62
H -0.13 -1.53 1.23
H 2.29 1.54 -0.47
H -1.93 1.85 -0.34

Output
Multiplicity   1
Net charge   +1

Atom-resolved charges from natural (NBO), all expressed in e: atom 1 (C): 0.168, atom 2 (C): 0.071, atom 3 (C): 0.105, atom 4 (C): 0.255, atom 5 (N): -0.315, atom 6 (O): -0.424, atom 7 (H): 0.292, atom 8 (H): 0.261, atom 9 (H): 0.308, atom 10 (H): 0.278


ii | Here is the ion C4H4NO with charge +1 from OMol25. Energies are from wB97M-V/def2-TZVPD.

Atoms and positions in Å:
C -0.39 -1.24 -0.99
C 0.65 -0.39 -0.98
N 0.56 0.27 0.21
C -0.62 -0.08 0.79
O -1.27 -0.87 0.02
C 0.07 1.23 1.16
H -0.58 -2.11 -1.70
H 1.46 -0.15 -1.57
H -0.38 2.09 0.83
H 0.51 1.24 2.25

Output
Multiplicity   1
SMILES   c1c[n+]2c(o1)C2
Net charge   +1

Atom-resolved charges from natural (NBO), all expressed in e: atom 1 (C): 0.118, atom 2 (C): -0.046, atom 3 (N): -0.304, atom 4 (C): 0.549, atom 5 (O): -0.306, atom 6 (C): -0.087, atom 7 (H): 0.285, atom 8 (H): 0.272, atom 9 (H): 0.232, atom 10 (H): 0.287


Preferred: ii; penalty for the next structure: 0.0575 hartree.